{"formula": "C2H8", "method": "the ωB97M-V functional and the def2-TZVPD basis", "lumo_energy_ev": 0.942, "orbital_gap_ha": 0.486, "max_force_ev_per_a": 4.98, "charge": 0, "e_above_lowest_kcal_mol": 26.27, "smiles": "C.C", "homo_energy_ev": -12.3, "species": ["C", "H", "H", "H", "H", "C", "H", "H", "H", "H"], "coordinates": [[0.833, 2.654, -0.890], [0.441, 2.269, -1.836], [-0.166, 2.884, -0.452], [0.831, 1.814, -0.321], [1.452, 3.482, -1.120], [-0.733, -2.641, 0.930], [0.272, -2.445, 0.965], [-1.271, -1.683, 0.750], [-1.040, -3.194, -0.034], [-1.123, -3.205, 1.811]], "forces_ev_per_angstrom": [[-4.5, 0.7, -2.1], [0.4, 0.0, -0.4], [0.5, 1.5, -0.3], [2.5, -2.5, 1.9], [1.1, 0.3, 0.9], [-4.0, -0.7, -1.7], [2.5, 0.2, 0.1], [0.3, -0.5, 0.8], [0.9, 0.4, 1.5], [0.4, 0.7, -0.7]]}



{"formula": "C4H6O3Pd", "method": "the ωB97M-V functional and the def2-TZVPD basis", "lumo_energy_ev": [-3.930, -7.758], "orbital_gap_ha": [0.251, 0.274], "max_force_ev_per_a": 15.75, "charge": 1, "s2": 3.758, "multiplicity": 4, "homo_energy_ev": [-10.8, -15.2], "species": ["H", "O", "C", "O", "Pd", "O", "C", "H", "H", "H", "C", "C", "H", "H"], "coordinates": [[2.569, -0.294, 1.128], [0.364, -0.793, 0.500], [-0.443, 0.181, 0.107], [-0.117, 1.362, 0.042], [1.343, 2.081, 0.122], [-1.596, -0.295, -0.222], [-2.761, 0.519, -0.001], [-2.649, 1.075, 0.936], [-2.894, 1.206, -0.844], [-3.595, -0.184, 0.061], [1.718, -0.581, 0.383], [2.491, -1.296, -0.444], [2.030, -1.947, -1.190], [3.540, -1.034, -0.579]], "forces_ev_per_angstrom": [[-2.9, 0.7, 0.3], [-0.8, 0.7, 0.0], [-1.3, -4.9, 0.0], [-12.8, -3.9, -0.6], [14.1, 7.0, 0.6], [1.1, 0.1, 0.7], [-0.9, 0.8, -0.2], [-0.1, -0.2, -0.2], [0.0, -0.2, 0.2], [0.2, 0.2, 0.0], [4.9, -0.1, 0.7], [-1.5, 0.3, -2.0], [0.3, -0.2, 0.1], [-0.2, -0.3, 0.5]]}



Q: Number 1 is which compound?
A: C2H8



Q: What is the charge in the second record?
A: +1



Q: What is the charge in the first record?
A: 0



Q: Among the records above, which one has the highest charge?
A: C4H6O3Pd